{
  "formula": "C36H52FeN9O3PSTe",
  "method": "wB97M-V/def2-TZVPD",
  "species": ["H", "C", "H", "C", "H", "H", "C", "H", "H", "C", "H", "H", "H", "H", "N", "C", "H", "C", "H", "H", "C", "H", "C", "N", "H", "H", "H", "C", "H", "H", "O", "C", "H", "C", "H", "H", "O", "H", "N", "H", "C", "C", "H", "H", "C", "H", "C", "C", "C", "H", "H", "H", "C", "C", "P", "C", "H", "H", "H", "H", "C", "N", "N", "H", "C", "H", "O", "N", "H", "H", "H", "C", "H", "H", "N", "H", "H", "S", "C", "Te", "C", "C", "N", "C", "H", "C", "H", "C", "C", "H", "N", "H", "C", "H", "H", "H", "C", "H", "Fe", "C", "C", "C", "C", "H"],
  "coordinates": [[2.86027, 0.87028, 1.91097], [3.45607, -6.35883, -0.46405], [6.05659, -0.12009, -0.37625], [-3.44424, -1.41921, 0.75578], [-2.36488, -1.57109, 2.61017], [-1.14158, -6.17366, -1.25131], [-1.20928, 1.08008, -0.30701], [-2.38718, 1.05796, 2.36656], [-1.31106, 3.07143, -0.30844], [-5.18695, -0.10794, -1.00299], [2.54554, -1.19975, 5.49380], [-0.81185, -1.26594, 4.16613], [-3.43228, 0.86718, -1.74715], [2.27071, -5.68806, -2.13994], [2.73526, 0.02674, 3.80718], [5.01599, 1.75982, -0.35982], [2.71336, 1.05279, -5.20757], [0.31525, 0.31614, 2.40746], [-0.85711, 4.49029, -5.16597], [-0.65516, -0.07663, 2.11098], [1.15305, -1.93741, 2.56694], [-1.42871, 2.94424, -4.51837], [3.67607, 3.91047, -0.37979], [2.58820, 2.60905, -3.76680], [1.93404, -2.61588, 2.22101], [-1.57579, -2.34926, 1.22477], [-6.74431, -1.25258, -0.06090], [2.92286, -5.27850, -1.36723], [0.51670, 1.70017, -5.84199], [4.09973, -5.93596, 0.30667], [-0.05465, -4.52394, -1.74247], [-3.62316, 4.17239, -0.88044], [1.84503, 1.92269, 3.79134], [2.50346, -1.28465, 4.40737], [-4.48598, 4.79183, -1.11772], [-0.65924, -5.20065, 0.14442], [0.41979, -2.64762, -0.03046], [3.45123, -0.79475, 2.03581], [1.36098, 2.26904, -0.62309], [3.34144, 2.60889, -5.75379], [-4.81368, -1.67648, 0.76512], [-2.53531, -2.15074, 1.69826], [-5.69915, 4.38279, 0.85560], [-2.70182, -4.35737, -1.98484], [-4.97478, 3.64722, 1.18445], [0.20381, -0.78844, 5.53478], [5.09197, 0.36985, -0.40372], [3.78849, 2.41025, -0.41776], [1.15450, 2.55166, -5.59340], [3.16147, 4.30810, -1.25923], [-4.42212, 1.45199, 3.70079], [-2.97581, -3.10100, 2.00216], [1.47844, 3.24701, -3.36022], [2.56522, 2.13170, -5.15665], [0.98242, -3.49775, -1.16514], [-2.95849, -0.46694, -0.13684], [-5.19533, -2.41213, 1.46451], [0.19341, -2.34456, 2.26825], [4.66240, 4.36936, -0.33894], [-2.23190, -3.38464, -0.58043], [-3.83151, 0.15981, -1.02802], [1.35267, -0.61808, 1.88201], [0.35266, 0.45061, 3.85248], [4.01241, -1.46964, -0.51046], [-3.12773, 1.76982, 2.02841], [1.16447, 3.22487, -6.45184], [2.16669, -4.33801, -0.55164], [-1.76610, 2.24532, 0.05247], [2.64071, -6.90035, 0.01493], [3.28707, -1.97026, 4.07974], [-3.45898, 3.48936, -1.71839], [3.93658, -0.38642, -0.48137], [4.04204, -7.06757, -1.05029], [-6.08670, 3.12504, 2.93926], [1.20135, -1.82118, 4.01402], [1.41484, 3.01515, -1.33547], [-3.10778, -4.90526, -0.35311], [0.28968, 1.13955, -1.27936], [-5.68627, -1.02862, -0.09083], [1.64483, -1.82632, -2.70666], [-2.34954, -4.40025, -0.95460], [-4.26757, 1.99933, 2.78030], [-1.56366, -0.15071, -0.24546], [-3.84680, 3.42322, 0.40475], [5.92168, 2.35062, -0.29657], [2.68580, 0.21945, -0.50757], [-0.87441, 4.22661, -3.41393], [-0.70373, 3.75130, -4.37691], [-1.05008, -5.15878, -0.87337], [-5.84942, 0.39217, -1.69760], [0.64516, 3.24223, -4.40033], [0.46981, 1.29309, 1.94025], [-2.93348, 2.46664, 0.84722], [3.72405, -4.71434, -1.84512], [1.71735, 1.04717, 5.32647], [-2.75658, 4.83933, -0.82155], [2.67920, -0.10264, 2.36431], [3.38271, 2.48013, -3.16514], [0.93863, -0.75886, -0.39971], [0.16778, -0.87890, 4.44890], [-5.19470, 2.93872, 2.35642], [1.67887, 0.94270, 4.24207], [2.64420, 1.61277, -0.50444], [3.11182, 4.24220, 0.49509]],
  "atomic_forces_ev_per_a": [[0.009, -0.010, 0.000], [0.030, -0.040, 0.009], [-0.001, 0.008, 0.000], [0.039, -0.018, 0.048], [0.023, 0.002, -0.020], [0.002, -0.017, -0.014], [0.174, 0.095, -0.107], [0.006, 0.001, -0.001], [0.055, 0.006, 0.044], [0.000, -0.025, 0.011], [-0.010, 0.013, -0.001], [-0.004, -0.009, -0.013], [-0.005, -0.026, 0.005], [-0.020, -0.011, 0.008], [-0.045, 0.067, -0.019], [-0.063, -0.108, -0.045], [-0.004, -0.004, 0.016], [0.014, -0.072, 0.112], [0.007, 0.001, -0.004], [-0.007, -0.020, -0.004], [-0.011, -0.006, -0.034], [0.001, -0.004, 0.005], [0.033, 0.062, -0.023], [-0.065, -0.023, 0.000], [-0.001, 0.007, 0.003], [0.061, 0.013, 0.047], [0.009, 0.009, 0.005], [-0.017, 0.095, 0.017], [-0.003, -0.008, 0.032], [-0.018, -0.001, 0.000], [-0.087, 0.035, -0.029], [-0.008, 0.017, -0.013], [0.000, 0.003, -0.021], [0.005, -0.024, -0.001], [0.004, -0.007, 0.011], [-0.003, 0.014, 0.012], [0.330, -0.201, -0.012], [0.014, -0.014, -0.035], [0.020, -0.254, 0.118], [0.011, 0.032, 0.015], [-0.002, -0.035, 0.002], [-0.020, 0.046, 0.073], [0.008, -0.009, 0.011], [0.002, -0.004, 0.007], [-0.029, -0.002, -0.001], [0.005, 0.015, 0.005], [0.104, 0.241, 0.038], [0.055, -0.032, 0.037], [0.024, 0.033, -0.001], [0.010, -0.039, 0.014], [-0.002, 0.004, -0.013], [-0.004, 0.021, -0.011], [0.066, -0.065, -0.171], [-0.038, 0.018, 0.009], [-0.189, 0.347, 0.200], [0.046, 0.072, -0.151], [0.006, 0.014, -0.013], [-0.026, 0.025, 0.012], [0.008, -0.020, 0.021], [0.002, -0.040, -0.081], [-0.027, 0.035, 0.031], [-0.224, 0.156, -0.090], [0.047, -0.013, 0.014], [-0.010, 0.069, -0.010], [0.017, -0.019, 0.015], [-0.006, 0.009, 0.003], [0.070, -0.146, 0.014], [-0.022, 0.093, 0.019], [0.011, 0.008, 0.002], [0.000, -0.002, 0.005], [0.004, 0.003, 0.027], [-0.149, -0.314, 0.080], [-0.006, 0.013, 0.006], [0.006, 0.001, 0.000], [-0.031, 0.038, -0.015], [0.022, 0.178, -0.066], [0.014, 0.006, 0.002], [0.101, 0.288, 0.069], [0.011, 0.015, -0.025], [-0.200, 0.008, -0.055], [-0.030, -0.010, -0.041], [-0.016, -0.008, 0.011], [-0.331, -0.086, 0.135], [0.004, -0.013, -0.037], [0.000, -0.004, 0.015], [-0.214, 0.089, -0.041], [-0.007, 0.003, -0.003], [0.032, 0.003, -0.003], [0.070, -0.001, -0.019], [0.009, -0.004, 0.007], [-0.006, 0.011, 0.036], [0.007, 0.017, 0.020], [0.004, 0.008, -0.042], [0.010, -0.001, -0.025], [-0.005, -0.013, 0.010], [-0.010, -0.027, 0.007], [-0.021, 0.078, -0.045], [0.008, -0.002, -0.003], [0.699, -0.706, 0.024], [0.022, 0.004, -0.030], [0.009, 0.012, -0.019], [0.003, -0.058, -0.025], [-0.353, 0.140, -0.064], [-0.009, -0.030, -0.005]],
  "lowdin_charge": [0.123, -0.064, 0.109, -0.232, 0.069, 0.124, -0.594, 0.100, 0.133, -0.065, 0.131, 0.114, 0.115, 0.115, -0.076, -0.034, 0.106, -0.179, 0.090, 0.083, -0.158, 0.086, -0.033, 0.005, 0.134, 0.036, 0.107, -0.260, 0.120, 0.084, -0.260, -0.034, 0.131, -0.159, 0.084, 0.119, -0.419, 0.127, -0.224, 0.115, -0.037, -0.044, 0.116, 0.093, -0.031, 0.131, -0.072, -0.241, -0.113, 0.065, 0.111, 0.092, -0.122, -0.127, 0.157, -0.227, 0.117, 0.097, 0.083, 0.049, -0.026, -0.075, -0.071, 0.091, -0.009, 0.121, -0.259, 0.120, 0.083, 0.131, 0.074, -0.161, 0.087, 0.109, -0.074, 0.005, 0.094, 1.026, -0.070, 0.863, -0.055, -0.057, 0.077, -0.213, 0.115, -0.278, 0.075, -0.059, -0.219, 0.109, -0.199, 0.126, -0.199, 0.116, 0.130, 0.086, -0.152, 0.114, 0.179, -0.151, -0.064, -0.152, -0.343, 0.090],
  "orbital_gap_ev": [7.23, 8.46],
  "homo_ev": [-10.52, -10.53],
  "s2": 0.92,
  "largest_force_ev_per_a": 1.0,
  "total_charge": 1,
  "multiplicity": 2
}

---

{
  "formula": "C36H53Br3HfN5O7",
  "method": "wB97M-V/def2-TZVPD",
  "species": ["C", "H", "C", "C", "H", "C", "C", "Br", "H", "H", "H", "H", "H", "N", "C", "H", "C", "C", "C", "H", "H", "H", "H", "C", "C", "C", "C", "C", "H", "H", "O", "H", "H", "Hf", "H", "H", "H", "N", "C", "Br", "O", "H", "H", "C", "H", "N", "H", "H", "O", "C", "H", "C", "H", "H", "H", "C", "C", "H", "O", "H", "C", "O", "H", "H", "H", "C", "H", "H", "C", "C", "H", "O", "H", "H", "H", "H", "H", "N", "C", "C", "C", "H", "C", "C", "H", "H", "N", "C", "C", "H", "C", "H", "H", "H", "C", "C", "H", "C", "H", "Br", "C", "H", "H", "H", "O"],
  "coordinates": [[3.82201, 0.99662, -4.52102], [1.82931, 1.52028, 4.69069], [0.09919, -4.39353, -1.85052], [2.50235, 0.56220, -4.34536], [-3.46183, -3.19251, 5.24987], [-0.33805, -3.01298, -2.43150], [-1.74836, -4.14129, 2.44918], [1.13528, -4.11054, 4.68967], [2.92602, -2.72736, 4.07155], [0.84891, -2.79677, -4.36189], [-1.90352, 3.05301, 1.97903], [0.71491, -1.15296, -2.31931], [0.22572, 6.03077, 0.58512], [1.62900, 5.58385, 3.49226], [-3.88819, -3.10917, -0.89004], [1.72417, 1.07770, 1.93696], [-3.43734, -3.51243, -3.35608], [0.75807, -2.11089, -1.79558], [-2.68228, 3.81797, 0.06998], [1.69361, 2.16103, -0.15568], [-3.92537, 5.58211, 0.18414], [5.12842, 2.61336, 6.91898], [-4.13858, -4.33263, -3.50901], [0.92966, 0.78505, 1.25242], [-2.88348, -3.06828, 4.34697], [1.43109, 1.09402, -0.16485], [2.81917, 1.88345, 4.91392], [3.25463, 2.19715, 6.17175], [-3.48411, -3.21880, 0.11763], [-2.41458, -5.02662, -0.40440], [-0.53196, 0.09105, -6.04887], [-0.21827, 7.98888, 2.51760], [-1.80750, 4.47840, 0.03378], [-1.69066, 0.93681, -1.94993], [3.79518, 2.06681, 2.91740], [-3.45724, 2.64291, 1.77748], [5.93862, 2.77969, 4.41046], [-1.65126, -2.60442, -1.89704], [0.99965, 6.76794, 3.63849], [1.00621, -0.99194, 4.19153], [-2.37600, 2.73615, -0.75466], [-4.79716, 4.18334, -0.37996], [-1.19425, -4.97326, 2.04219], [3.82462, 2.20621, 3.98556], [5.22033, 1.92378, -5.89190], [0.19446, 0.39124, -5.15718], [0.19812, -4.30977, -0.76700], [1.32113, 1.52693, -7.43921], [-1.94483, -0.43838, 0.49152], [0.45373, 7.14578, 2.46201], [1.91347, 4.20943, 1.81052], [1.92937, -2.64356, 3.65569], [-0.76468, -2.26680, -4.35623], [3.51832, 0.80608, 0.16788], [-3.93141, -2.56274, -3.56660], [2.74525, 0.37816, -0.47274], [-2.45166, -4.19697, 3.66153], [2.21576, 0.03543, -3.44733], [-1.95769, -1.33264, -2.42881], [1.77530, -2.44683, -2.00148], [-1.00362, -5.47826, -2.01947], [-0.16704, 0.33215, -3.94902], [-0.42952, -3.99073, -4.46692], [2.63824, -0.67633, -0.21774], [-4.81068, -3.68403, -0.92514], [-2.34607, -4.93123, -1.48662], [0.91728, -4.86206, -2.39544], [-1.17104, -5.71279, -3.07352], [1.58902, 0.74300, -5.40574], [0.70031, 6.05014, 1.55404], [4.57429, 0.86103, -3.75681], [0.41969, 0.94456, -1.11714], [-3.68349, 5.01237, -1.49151], [-2.61594, -5.21173, 4.00276], [2.11860, 5.06372, 4.20145], [3.09856, 0.53710, -1.49038], [-2.98987, -5.67057, -1.96942], [4.59743, 2.48076, 6.07644], [-1.65601, -2.88655, 1.87763], [-2.80620, -1.81824, 3.68996], [-0.13089, -3.07069, -3.96616], [-4.05571, -2.02998, -0.93359], [-2.82343, -3.48462, -1.96338], [1.49679, 5.12127, 2.20142], [3.57317, 2.46764, -7.53241], [-1.10275, -2.62942, 0.97950], [-2.05235, -0.52872, 1.71197], [3.21879, 1.88246, -6.69645], [1.95813, 1.31200, -6.59172], [0.89920, 7.20454, 4.62021], [4.19133, 1.66328, -5.69078], [0.61498, -1.90325, -0.73686], [-2.99360, 4.40555, 2.12468], [-3.22614, -0.92967, 4.13900], [-2.81033, 3.49651, 1.55604], [4.93845, 2.57542, 4.75491], [-0.76663, -6.42014, -1.52538], [-2.26605, -1.76618, 2.40485], [-0.01160, 1.30226, 1.42115], [1.88329, -2.91173, 1.72284], [-3.84175, 4.70636, -0.45875], [0.81528, -0.29917, 1.21858], [2.74159, 2.29519, 7.11414], [-2.69830, -3.59739, -4.15415], [-1.96627, 0.45660, 2.42332]],
  "atomic_forces_ev_per_a": [[-0.374, 0.100, -0.346], [-0.013, 0.313, -0.051], [-2.482, -1.650, -0.260], [0.338, 0.243, -0.648], [0.225, 0.223, 0.197], [2.560, -1.667, 0.813], [-0.152, 1.494, 0.725], [-0.077, 0.024, -0.488], [0.208, 0.810, -0.614], [0.362, -0.241, 0.672], [0.487, 0.478, -0.427], [0.016, 0.160, 0.345], [0.506, -0.336, -0.227], [0.869, -1.325, -0.366], [1.067, 1.135, 0.062], [-0.246, -0.109, 0.305], [0.005, 0.213, -0.598], [-0.606, 1.260, -1.449], [0.258, 1.826, 0.408], [-0.123, 0.167, -0.162], [0.137, 0.085, -0.110], [0.484, 0.338, -0.407], [-0.139, 0.080, 0.277], [0.534, -0.360, -1.562], [-0.567, 0.527, -1.581], [0.287, 1.882, 0.797], [-1.302, 0.640, 0.065], [0.589, -0.618, -0.017], [0.153, -0.336, -0.121], [0.030, 0.134, 0.006], [-0.244, 0.311, -0.533], [-0.002, 0.023, -1.003], [0.167, -0.015, -0.175], [4.932, -1.529, 4.967], [0.097, 0.127, 0.004], [-0.896, 0.579, -0.152], [0.031, 0.075, 0.228], [0.361, 0.672, 0.397], [0.329, 0.039, 1.212], [0.567, -0.896, -0.320], [0.835, -4.774, -3.432], [-0.019, -0.095, -0.118], [-0.292, -0.182, -0.068], [1.432, -0.122, 1.047], [-0.010, 0.334, 0.254], [0.015, -0.727, 0.713], [0.729, 0.096, -0.007], [-0.565, -0.417, 0.305], [-0.199, -0.987, -0.764], [-0.579, -0.869, 0.280], [0.098, -0.074, 0.347], [-0.894, -0.323, 0.665], [-0.166, -0.153, -0.261], [-0.065, -0.060, 0.152], [-0.221, -0.074, 0.124], [-0.445, -0.171, 0.219], [0.575, -0.982, -0.548], [-0.189, 0.164, 0.050], [-0.117, 4.031, 0.909], [-0.132, -0.551, 0.152], [-0.421, 1.760, 0.008], [-0.374, 1.054, 0.114], [-0.077, -0.118, 0.299], [0.273, -0.122, -0.313], [0.018, 0.047, -0.434], [0.167, -0.492, -1.384], [0.763, 0.902, 0.384], [0.286, 0.007, -0.109], [0.488, -0.397, 1.703], [-0.257, 0.969, 0.072], [-0.150, -0.239, 0.142], [-4.681, -0.475, -2.748], [0.087, 0.008, 0.022], [-0.074, 0.192, 0.679], [0.019, 0.169, 0.062], [-0.230, -0.163, -0.099], [-0.920, 0.316, 0.629], [-1.005, 0.682, -0.076], [0.430, 0.375, -1.399], [-0.363, -0.333, 0.258], [-1.168, 1.299, -0.346], [-0.560, -0.038, -0.343], [0.156, -1.975, 0.770], [-1.174, 1.119, -0.294], [-0.518, -0.196, -0.383], [0.023, -0.778, -0.245], [-0.039, 2.457, 0.943], [1.619, -0.671, 1.065], [0.324, 1.724, -1.256], [0.198, 0.141, -0.090], [-1.304, -0.441, -0.498], [-0.150, -0.241, 0.028], [-0.424, -0.131, 0.001], [0.070, 0.026, 0.071], [0.526, -1.331, 0.082], [-0.295, -0.710, -0.798], [0.143, 0.085, 0.104], [0.374, -1.497, 1.089], [0.120, -0.025, 0.246], [0.207, -0.062, 0.884], [0.062, -0.979, 0.448], [-0.301, -0.017, 0.702], [0.018, -0.417, 0.005], [0.202, -0.170, 0.200], [-0.250, -0.253, -0.071]],
  "lowdin_charge": [-0.043, 0.020, -0.131, 0.026, 0.113, -0.462, -0.078, 0.582, -0.028, 0.085, 0.059, 0.024, 0.075, 0.009, -0.022, 0.060, -0.029, -0.064, -0.544, 0.128, 0.079, 0.148, 0.090, -0.081, -0.036, -0.527, -0.178, -0.132, 0.050, 0.094, 0.172, 0.092, 0.118, 2.122, 0.076, 0.073, 0.105, -0.095, -0.170, 0.674, -0.383, 0.077, 0.113, -0.109, 0.114, -0.292, 0.096, 0.130, -0.024, -0.107, 0.089, -1.469, 0.058, 0.086, 0.078, -0.034, -0.077, 0.089, -0.342, 0.099, -0.172, -0.116, 0.079, 0.039, 0.094, -0.113, 0.124, 0.102, -0.140, -0.110, 0.111, -0.336, 0.071, 0.114, 0.137, 0.059, 0.112, 0.012, -0.071, 0.020, -0.024, 0.067, -0.472, -0.126, 0.114, 0.087, -0.298, -0.040, -0.002, 0.114, -0.034, 0.037, 0.088, 0.122, -0.052, -0.122, 0.112, -0.179, 0.063, 0.659, -0.047, 0.010, 0.110, 0.070, 0.079],
  "orbital_gap_ev": 4.95,
  "homo_ev": -9.77,
  "largest_force_ev_per_a": 7.2,
  "total_charge": 1
}